The molecule C4H8N4O3S. Source: the OMol25 dataset; level of theory: wB97M-V/def2-TZVPD.

Summary:
LUMO (alpha / beta): -0.50 / -0.50 eV
F_max: 1.29 eV Å⁻¹
Kohn-Sham gap (alpha / beta): 7.90 / 7.90 eV
ΔE to the lowest compared entry with this formula, charge and spin: 66.8 kcal/mol

Cartesian coordinates (Å):
C: -0.66708 -1.37445 -0.29764
C: 1.28265 0.69076 -0.50283
C: -0.59860 0.44881 1.26062
C: 2.36181 1.68122 -0.23314
N: 0.68607 -1.53909 -0.36810
N: 1.54638 -0.55853 -0.29638
N: -0.65168 -0.85068 1.25476
N: -1.36695 -2.57964 -0.33763
O: -1.34714 -0.33888 -0.95190
O: -3.09922 0.69056 0.48262
O: -1.50799 2.12666 -0.68335
S: -1.78009 0.90576 -0.00384
H: 0.41164 1.07204 -1.02345
H: -0.04806 1.09509 1.91641
H: 2.97510 1.37412 0.61138
H: 1.93571 2.66587 -0.06255
H: 3.00986 1.73877 -1.10928
H: -0.05171 -1.42860 1.83633
H: -2.27995 -2.49636 -0.75931
H: -0.81074 -3.32341 -0.73272